Record 1
{"formula": "C40H48CaN3O4P2S2", "method": "wB97M-V/def2-TZVPD", "charge": -1, "spin_multiplicity": 1, "species": ["Ca", "O", "C", "O", "C", "C", "C", "C", "C", "C", "P", "C", "C", "C", "C", "C", "C", "C", "C", "C", "C", "C", "C", "H", "H", "H", "H", "H", "H", "H", "H", "H", "H", "H", "H", "H", "H", "N", "C", "C", "C", "C", "C", "C", "C", "C", "C", "C", "C", "C", "H", "H", "H", "H", "H", "H", "H", "H", "H", "H", "N", "C", "C", "C", "N", "H", "H", "H", "H", "H", "H", "H", "H", "H", "H", "C", "C", "C", "O", "P", "S", "S", "O", "C", "C", "C", "H", "H", "H", "H", "H", "H", "H", "H", "H", "H", "H", "H", "H", "H"], "positions_angstrom": [[1.073347, -1.653600, -0.246887], [-1.586109, -4.257776, -2.359728], [-0.952454, -3.226166, -2.513778], [-0.586636, -2.400979, -1.602969], [-0.528869, -2.833624, -3.931720], [-0.691368, -3.786360, -4.930053], [-0.333818, -3.520330, -6.241866], [0.178193, -2.274457, -6.569440], [0.334961, -1.310207, -5.584163], [-0.000148, -1.576054, -4.256850], [0.177478, -0.306423, -2.935860], [0.924371, 1.125622, -3.821183], [0.318247, 2.373395, -3.944273], [1.024606, 3.461941, -4.445614], [2.345733, 3.321975, -4.836997], [2.967843, 2.084633, -4.712561], [2.267127, 1.007601, -4.197431], [-1.572556, 0.214030, -2.765614], [-2.357704, 0.490773, -3.884771], [-3.683593, 0.866218, -3.740367], [-4.247093, 0.956018, -2.472545], [-3.481352, 0.666769, -1.354679], [-2.150997, 0.298820, -1.503901], [-1.112360, -4.739093, -4.637551], [-0.461998, -4.276749, -7.006254], [0.450357, -2.044741, -7.592520], [0.718129, -0.336661, -5.859793], [-0.713133, 2.503996, -3.642786], [0.534155, 4.424015, -4.527720], [2.892958, 4.170410, -5.227673], [4.002789, 1.964225, -5.008070], [2.766463, 0.049110, -4.089370], [-1.928339, 0.402899, -4.876665], [-4.282164, 1.077118, -4.618004], [-5.286582, 1.238033, -2.359639], [-3.905409, 0.708353, -0.360179], [-1.584531, 0.049940, -0.616161], [0.271978, -2.157438, 2.069716], [1.474002, -1.809692, 2.751620], [1.480680, -0.650474, 3.523941], [2.631210, -0.243750, 4.177488], [3.789556, -1.000597, 4.068793], [3.779653, -2.150661, 3.293624], [2.640182, -2.579636, 2.610155], [2.697913, -3.809318, 1.762309], [3.206160, -4.975890, 2.342288], [3.334993, -6.129938, 1.585553], [2.950752, -6.106776, 0.252268], [2.440031, -4.937517, -0.301993], [2.286038, -3.736213, 0.411840], [-0.533585, -1.666400, 2.446354], [0.124047, -3.159197, 2.024089], [0.576127, -0.057506, 3.614281], [2.602736, 0.665565, 4.765109], [4.696048, -0.696548, 4.577575], [4.682829, -2.741323, 3.189488], [3.491750, -4.980489, 3.389915], [3.721557, -7.038011, 2.033619], [3.038490, -7.004727, -0.350672], [2.134979, -4.976162, -1.346284], [3.394797, -0.725129, -0.581829], [3.831248, 0.295941, 0.388389], [3.097139, 1.621191, 0.195003], [1.765596, 1.725129, 0.926113], [0.755399, 0.808579, 0.377524], [3.867002, -1.609592, -0.408324], [3.636175, -0.429025, -1.522164], [4.911930, 0.462765, 0.319459], [3.633636, -0.091363, 1.391276], [2.958968, 1.811345, -0.878032], [3.736588, 2.426069, 0.566986], [1.410449, 2.759920, 0.903814], [1.904674, 1.479207, 1.977662], [0.409695, 1.191374, -0.499014], [-0.058630, 0.750339, 0.993203], [-4.555427, 2.670073, 5.827006], [-3.821098, 1.583538, 5.066054], [-3.939454, 0.216358, 5.707256], [-2.425029, 1.935136, 5.036190], [-1.695316, 2.211564, 3.628006], [0.149358, 2.731575, 4.005047], [-2.051636, 0.668855, 2.404085], [-2.595935, 3.480942, 3.176203], [-2.686854, 4.108080, 1.886159], [-3.940467, 3.604908, 1.192452], [-1.445330, 3.962079, 1.021502], [-5.623700, 2.446884, 5.874321], [-4.414492, 3.631074, 5.333341], [-4.168188, 2.742533, 6.845261], [-4.195469, 1.532146, 4.040268], [-3.517762, 0.237403, 6.714224], [-3.395190, -0.517354, 5.113652], [-4.986719, -0.087176, 5.770995], [-2.812228, 5.168426, 2.124194], [-3.848259, 2.536875, 1.001003], [-4.085812, 4.126446, 0.243396], [-4.814461, 3.772306, 1.823786], [-1.304843, 2.924997, 0.713891], [-0.557163, 4.289663, 1.559819], [-1.570860, 4.575942, 0.126381]], "atomic_forces_ev_per_a": [[-0.231, -0.005, -0.239], [-0.007, -0.035, 0.005], [0.009, 0.100, -0.010], [0.081, -0.034, 0.066], [0.020, -0.040, -0.003], [0.007, -0.007, -0.016], [-0.010, 0.004, 0.009], [0.001, 0.006, 0.007], [0.005, 0.005, -0.003], [-0.009, 0.001, 0.032], [0.037, -0.015, 0.018], [-0.008, 0.029, 0.031], [0.011, 0.003, -0.030], [0.001, 0.005, 0.001], [0.006, -0.009, 0.004], [-0.009, 0.004, -0.007], [-0.016, -0.016, -0.005], [0.002, -0.018, 0.009], [-0.004, 0.003, -0.003], [0.004, 0.003, 0.005], [-0.006, -0.003, -0.014], [0.012, 0.005, 0.005], [-0.007, -0.002, 0.003], [-0.002, -0.001, 0.002], [0.000, -0.004, 0.002], [0.001, 0.005, 0.001], [0.014, 0.012, -0.002], [0.012, 0.004, 0.003], [-0.002, 0.001, 0.000], [0.000, 0.000, -0.001], [0.001, -0.002, 0.002], [-0.003, -0.005, -0.001], [0.000, -0.003, 0.002], [-0.001, -0.001, -0.001], [0.000, 0.003, -0.002], [-0.005, 0.008, 0.009], [-0.002, -0.002, -0.003], [0.105, 0.009, 0.015], [-0.059, 0.045, 0.028], [-0.003, -0.013, 0.024], [-0.013, 0.016, -0.014], [0.004, -0.015, 0.001], [0.008, -0.023, -0.001], [0.012, 0.033, 0.020], [-0.001, -0.024, -0.036], [-0.002, 0.015, -0.019], [0.004, -0.010, 0.025], [0.000, -0.005, -0.021], [-0.012, 0.035, -0.018], [0.058, -0.078, 0.108], [-0.002, -0.018, 0.021], [-0.024, 0.002, -0.013], [0.005, -0.007, -0.007], [0.000, 0.001, -0.004], [0.001, 0.000, 0.000], [0.002, 0.003, -0.001], [0.000, 0.001, 0.002], [0.000, 0.000, 0.002], [0.000, 0.002, -0.006], [-0.004, -0.001, -0.001], [0.008, 0.016, -0.012], [0.003, -0.008, -0.010], [0.004, 0.012, 0.000], [-0.013, -0.014, 0.008], [0.029, -0.222, -0.164], [-0.004, -0.001, 0.006], [0.005, -0.005, 0.000], [0.002, 0.006, -0.003], [-0.002, 0.000, 0.005], [-0.001, 0.002, -0.001], [0.001, 0.002, 0.000], [0.012, 0.006, -0.007], [0.004, -0.003, -0.005], [0.016, 0.019, 0.011], [-0.006, 0.304, 0.236], [-0.006, 0.004, 0.000], [0.015, 0.006, -0.001], [-0.006, -0.012, 0.004], [0.004, 0.011, -0.019], [0.003, 0.013, 0.040], [0.008, -0.016, 0.001], [-0.030, -0.080, -0.064], [-0.031, 0.024, -0.010], [-0.008, -0.029, 0.011], [-0.002, 0.016, -0.011], [0.005, 0.009, -0.004], [0.001, 0.000, 0.000], [0.000, 0.000, -0.003], [0.002, -0.004, -0.001], [-0.001, 0.000, 0.000], [0.001, 0.004, 0.000], [0.002, 0.003, -0.002], [-0.001, 0.000, 0.000], [0.004, -0.002, 0.008], [0.013, -0.014, -0.002], [-0.003, -0.005, 0.004], [0.000, 0.002, -0.001], [-0.008, -0.012, 0.002], [-0.003, 0.002, -0.002], [0.002, 0.000, 0.002]], "lowdin_charge": [1.252, 0.040, -0.625, -0.289, -0.125, -0.023, -0.084, -0.092, -0.100, -0.281, 1.084, -0.379, -0.082, -0.087, -0.100, -0.094, -0.135, -0.355, -0.098, -0.085, -0.083, -0.071, -0.088, 0.114, 0.097, 0.097, 0.091, 0.096, 0.100, 0.097, 0.099, 0.103, 0.108, 0.098, 0.100, 0.085, 0.063, 0.021, -0.276, -0.064, -0.099, -0.105, -0.058, -0.166, -0.268, -0.072, -0.122, -0.128, -0.162, -0.186, 0.035, 0.103, 0.043, 0.093, 0.094, 0.111, 0.102, 0.087, 0.087, 0.073, -0.067, -0.248, -0.182, -0.275, -0.054, 0.067, 0.069, 0.107, 0.093, 0.106, 0.110, 0.096, 0.063, 0.042, -0.043, -0.051, -0.513, -0.055, -0.339, -0.164, 0.244, 0.283, -0.326, -0.461, -0.058, -0.089, 0.077, 0.074, 0.082, 0.100, 0.083, 0.065, 0.078, 0.135, 0.031, 0.080, 0.079, 0.039, 0.051, 0.082]}

Record 2
{"formula": "C2H5Cl2O3PSi", "method": "wB97M-V/def2-TZVPD", "charge": -2, "spin_multiplicity": 1, "species": ["C", "C", "O", "O", "O", "Si", "P", "Cl", "Cl", "H", "H", "H", "H", "H"], "positions_angstrom": [[0.251108, 0.927598, -0.171375], [0.389409, -0.548019, 0.092661], [2.398990, -2.251912, 1.061098], [2.315109, 0.151166, 2.019663], [0.267335, -1.494375, 2.411765], [-0.825247, -1.435448, 1.247233], [1.678191, -1.001603, 1.358582], [-2.490719, -0.437618, 1.827553], [-8.243251, 0.944619, -10.151196], [1.131643, 1.309508, -0.689252], [-0.636140, 1.150172, -0.767216], [0.176578, 1.449674, 0.781942], [0.581167, -1.184023, -1.034218], [-1.286194, -2.750947, 0.801200]], "atomic_forces_ev_per_a": [[-0.056, 0.238, 0.051], [0.364, -2.373, -3.150], [0.142, -0.393, -0.463], [0.021, 0.587, -0.104], [1.392, 0.159, 0.157], [0.937, -0.177, -1.002], [-1.072, -0.524, 1.136], [-0.874, 0.577, 0.156], [-0.035, 0.008, -0.045], [-0.022, 0.099, 0.004], [-0.007, 0.051, -0.019], [-0.015, 0.184, -0.014], [-0.508, 1.739, 3.430], [-0.269, -0.175, -0.138]], "nbo_charge": [-0.615, -1.058, -1.149, -1.144, -1.183, 1.620, 2.335, -0.424, -1.000, 0.204, 0.193, 0.221, 0.237, -0.237]}

Record 3
{"formula": "C7H10", "method": "wB97M-V/def2-TZVPD", "smiles": "CC=C=C=C(C)C", "spin_multiplicity": 1, "species": ["C", "C", "C", "C", "C", "C", "C", "H", "H", "H", "H", "H", "H", "H", "H", "H", "H"], "positions_angstrom": [[-3.462722, 0.458650, -0.094970], [-2.555593, -0.688244, 0.182964], [-1.083178, -0.550794, 0.200803], [0.281106, -0.343143, 0.055617], [1.546722, -0.093718, 0.058893], [2.484419, -1.259900, 0.161882], [1.985194, 1.293422, -0.197875], [-4.471867, 0.279011, 0.321323], [-3.451834, 0.538461, -1.242562], [-3.041617, 1.301263, 0.327968], [-2.945552, -1.599727, 0.671087], [2.099227, -1.984640, 0.865706], [3.428221, -0.826137, 0.664138], [2.600812, -1.514919, -0.857053], [1.238007, 1.922558, -0.721435], [2.818183, 1.256343, -0.915329], [2.530477, 1.811517, 0.518837]], "atomic_forces_ev_per_a": [[-0.630, -1.904, -2.272], [6.443, -0.387, 1.458], [-0.056, 0.343, -1.028], [-8.465, -1.071, 1.036], [-0.238, 0.053, 0.481], [1.528, 2.554, 2.351], [0.571, 0.045, -3.225], [0.491, 0.144, -0.495], [-0.587, 0.321, 1.638], [0.622, 2.057, 0.651], [0.315, 0.359, -0.751], [-0.148, -0.533, -0.474], [-0.927, -1.000, -1.153], [0.796, -1.146, -0.793], [0.203, -0.368, 0.820], [-0.118, -0.304, -0.522], [0.200, 0.834, 2.279]], "nbo_charge": [-0.650, -0.227, -0.029, -0.035, -0.023, -0.623, -0.636, 0.219, 0.224, 0.224, 0.217, 0.234, 0.205, 0.229, 0.232, 0.210, 0.227]}

Record 4
{"formula": "C2H10N2S2", "method": "wB97M-V/def2-TZVPD", "smiles": "CSS.NCN", "spin_multiplicity": 1, "species": ["C", "S", "S", "H", "H", "H", "H", "N", "C", "N", "H", "H", "H", "H", "H", "H"], "positions_angstrom": [[0.983945, 1.472006, 1.058666], [2.212436, 0.647501, -0.178022], [1.369908, -1.265421, -0.400861], [0.925841, 0.668550, 1.817218], [1.460108, 2.400874, 1.375569], [0.077758, 1.738944, 0.742431], [0.948561, -1.116784, -1.672152], [-3.523743, 0.697190, -0.326718], [-2.210266, -0.077899, -0.401054], [-1.973827, -0.807690, 0.754443], [-3.707644, 1.370934, 0.412639], [-4.194588, -0.053710, -0.378736], [-1.510631, 0.673540, -0.632176], [-2.213748, -0.707127, -1.227892], [-0.976763, -0.930919, 1.049435], [-2.285488, -1.748724, 0.836050]], "atomic_forces_ev_per_a": [[4.447, -2.196, 0.862], [-1.431, 0.261, 0.633], [0.502, 0.729, -0.118], [-0.056, 1.021, 0.031], [0.373, -0.392, 0.349], [-3.600, 0.558, -1.950], [-0.118, 0.024, 0.199], [0.906, -1.505, -1.657], [-2.442, 2.398, 0.736], [2.950, -0.714, 3.376], [0.560, -0.752, 0.111], [-0.782, 0.558, 0.416], [1.484, 0.673, 0.280], [-0.715, -0.907, -1.985], [-1.117, 0.795, -0.657], [-0.962, -0.551, -0.624]], "nbo_charge": [-0.667, 0.043, -0.153, 0.219, 0.225, 0.199, 0.138, -0.868, -0.055, -0.869, 0.371, 0.347, 0.179, 0.160, 0.370, 0.361]}

Q: Which energy above the lowest of the compared OMol25 structures with the same formula, charge and spin values were calculated for the entries above? A: 5.6, 0.0, 100.7, 29.2, in kcal/mol.
Q: Which calculated total energy values were calculated for the entries above? A: -113616.1451, -50516.3356, -7416.6680, -26885.6199, in eV.
Q: Which LUMO energy values were calculated for the entries above? A: 0.081, 0.160, 0.022, 0.012, in Ha.